Here is an isolated molecule of C3H4N2O from OMol25. Energies are from wB97M-V/def2-TZVPD.

CARTESIAN COORDINATES (ANGSTROEM)
O 0.312 0.276 -1.644
N 0.410 -1.279 0.097
N 0.648 -0.466 1.042
C -0.913 0.788 -0.018
C -0.510 -0.491 -0.732
C -0.014 0.741 1.043
H -0.309 0.883 -2.071
H 0.243 1.464 1.804
H -1.190 -1.156 -1.272
H 1.321 -0.759 1.750

Results
HOMO (spin up / spin down) in eV: -8.64 / -8.64
Total charge: 0
Frontier orbital gap (spin up / spin down) in eV: 7.82 / 7.82
Strongest force on any atom in eV/Å: 1.2

***

Here is the ion C8H15N2 with charge +1 from OMol25. Energies are from wB97M-V/def2-TZVPD.

CARTESIAN COORDINATES (ANGSTROEM)
N 0.193 -1.617 0.121
N 1.977 -0.140 0.050
C -1.576 -0.748 -1.270
C -1.052 2.206 -0.011
C 3.446 -0.085 0.061
C -0.130 1.056 0.018
C -0.917 -0.557 0.078
C 1.482 -1.334 -0.001
C 1.206 1.039 0.003
C -1.863 -0.765 1.213
H -1.511 2.277 -1.056
H 1.815 1.967 0.088
H -1.692 2.002 0.813
H 3.629 0.937 -0.158
H 3.736 -0.550 -0.821
H 2.185 -2.135 -0.239
H -2.917 -0.796 0.900
H -1.623 -1.735 1.640
H -1.676 -0.004 1.964
H 3.811 -0.419 1.008
H -2.587 -0.441 -1.330
H -1.413 -1.771 -1.566
H -0.530 3.123 0.094
H -1.093 -0.186 -2.028
H -0.179 -2.539 0.310

Results
HOMO in eV: -12.86
SMILES: CC1=CN(C)C=[NH+]C1(C)C
Total charge: +1
Frontier orbital gap in eV: 9.40
Strongest force on any atom in eV/Å: 4.1

***

Here is the ion C5H5N2 with charge +1 from OMol25. Energies are from wB97M-V/def2-TZVPD.

CARTESIAN COORDINATES (ANGSTROEM)
N -0.620 -0.316 1.243
N 0.432 -0.073 -0.773
C 0.461 -0.652 1.692
C 1.746 -0.778 1.173
C -0.691 0.120 -0.177
C 1.536 -0.436 -0.166
C -1.811 0.756 -0.839
H 2.519 -1.057 1.792
H -2.479 1.316 -0.150
H -2.128 -0.066 -1.490
H -1.436 1.640 -1.526
H 2.473 -0.453 -0.777

Results
HOMO in eV: -15.94
SMILES: CC1=[N+]=C=CC=N1
Total charge: +1
Frontier orbital gap in eV: 8.94
Strongest force on any atom in eV/Å: 3.7

***

Here is a cluster of 2 separate species, C9H14 in total from OMol25. Energies are from wB97M-V/def2-TZVPD.

CARTESIAN COORDINATES (ANGSTROEM)
C 1.178 0.414 -1.006
C -2.620 0.683 2.818
C 1.354 -1.808 -1.764
C 3.478 -0.499 -1.634
C -2.092 2.016 2.319
C 1.996 -0.565 -1.509
C -0.790 -0.919 -1.089
C -0.005 -1.960 -1.577
C -0.206 0.333 -0.917
H 3.783 -1.088 -2.495
H -2.168 0.322 3.745
H -2.399 -0.175 2.169
H -0.816 1.148 -0.557
H -2.057 2.023 1.234
H -1.802 -1.145 -0.784
H 1.567 1.404 -0.762
H -3.700 0.616 2.947
H 3.930 -0.923 -0.732
H 1.853 -2.564 -2.363
H -2.765 2.837 2.592
H -0.474 -2.921 -1.751
H -1.181 2.287 2.846
H 3.934 0.484 -1.729

Results
HOMO in eV: -8.97
SMILES: Cc1ccccc1.CC
Total charge: 0
Frontier orbital gap in eV: 10.03
Strongest force on any atom in eV/Å: 2.3

***

Here is an isolated molecule of C23H28FN3O3S from OMol25. Energies are from wB97M-V/def2-TZVPD.

CARTESIAN COORDINATES (ANGSTROEM)
S -1.645 1.597 -1.703
F -1.288 -4.135 -0.389
O -2.487 2.607 -2.283
O -0.928 0.719 -2.584
O 2.377 0.724 2.486
N 3.525 0.847 0.548
N 3.263 -1.105 -1.130
N -2.449 0.668 -0.586
C 3.205 0.182 -1.790
C -3.655 0.607 1.512
C 2.102 -1.825 -0.894
C -3.399 1.390 0.227
C -0.450 2.380 -0.624
C 0.004 -2.687 -1.740
C 2.492 1.165 1.359
C -4.364 -1.616 2.465
C 1.137 -1.919 -1.906
C 1.885 -2.530 0.293
C 4.426 -1.243 -0.290
C 1.453 3.454 1.049
C -2.909 -0.644 -0.980
C -4.147 -0.807 1.191
C 0.484 4.271 0.489
C 1.477 2.094 0.759
C -3.128 -1.486 0.273
C 4.398 -0.254 0.899
C -0.179 -3.372 -0.553
C 3.682 1.291 -0.816
C 0.501 1.552 -0.067
C 0.750 -3.300 0.466
C -0.470 3.735 -0.364
H -4.392 1.137 2.119
H 3.848 0.176 -2.680
H -4.341 1.543 -0.322
H 5.406 0.118 1.115
H -5.100 -0.730 0.655
H -4.716 -2.616 2.224
H -0.723 -2.771 -2.532
H -3.846 -0.573 -1.554
H 2.592 -2.473 1.105
H -2.179 -1.588 0.802
H 2.181 0.384 -2.103
H 0.469 0.496 -0.290
H 3.122 2.211 -0.980
H 3.992 -0.706 1.805
H -1.226 4.346 -0.832
H 1.275 -1.398 -2.839
H 4.746 1.501 -0.970
H -5.100 -1.135 3.104
H -2.136 -1.068 -1.621
H -2.723 0.544 2.077
H 0.583 -3.838 1.386
H -3.433 -1.706 3.020
H 4.507 -2.272 0.058
H 0.475 5.327 0.714
H 2.200 3.869 1.709
H -2.969 2.370 0.444
H -3.471 -2.480 -0.011
H 5.298 -1.034 -0.921

Results
HOMO in eV: -7.81
SMILES: CC1CCN(S(=O)(=O)c2cccc(C(=O)N3CCN(c4ccc(F)cc4)CC3)c2)CC1
Total charge: 0
Frontier orbital gap in eV: 8.36
Strongest force on any atom in eV/Å: 0.9

***

Here is an isolated molecule of C4H8O2S from OMol25. Energies are from wB97M-V/def2-TZVPD.

CARTESIAN COORDINATES (ANGSTROEM)
S -2.103 -0.574 -0.895
O -0.760 -0.460 -1.839
O 0.316 -0.131 0.162
C 0.470 1.968 1.374
C -0.370 -0.921 -0.665
C 0.301 1.285 -0.002
C 0.002 -2.346 -0.483
H 1.088 1.599 -0.868
H 0.238 1.262 2.077
H 1.405 2.401 1.495
H -0.629 1.624 -0.397
H 0.778 -2.715 -1.116
H -0.749 -3.071 -0.673
H 0.308 -2.588 0.549
H -0.295 2.666 1.282

Results
HOMO in eV: -8.51
SMILES: CCO[C@]1(C)OS1
Total charge: 0
Frontier orbital gap in eV: 9.16
Strongest force on any atom in eV/Å: 4.0

***

Here is an isolated molecule of C4H7NO2 from OMol25. Energies are from wB97M-V/def2-TZVPD.

CARTESIAN COORDINATES (ANGSTROEM)
O 3.134 0.715 -0.285
O 0.033 -0.938 0.220
N -0.246 1.310 0.358
C -2.143 -0.194 -0.284
C -0.740 0.167 0.120
C 1.389 -0.691 0.572
C 2.083 0.161 -0.476
H 1.862 -1.677 0.601
H -2.715 -0.519 0.590
H -0.934 2.046 0.227
H 1.570 0.180 -1.461
H -2.124 -1.019 -1.000
H 1.476 -0.209 1.551
H -2.644 0.667 -0.733

Results
HOMO in eV: -9.72
SMILES: [H]/N=C(\C)OCC=O
Total charge: 0
Frontier orbital gap in eV: 10.53
Strongest force on any atom in eV/Å: 0.5

***

Here is a structure of composition C3H4O4Tl from OMol25. Energies are from wB97M-V/def2-TZVPD.

CARTESIAN COORDINATES (ANGSTROEM)
Tl 0.730 -1.901 0.962
O 2.632 1.123 -1.171
O -2.535 -0.840 0.072
O 1.919 -0.639 0.006
O 0.496 0.581 -1.251
C 1.774 0.348 -0.768
C -1.476 -0.027 -0.111
C -0.510 -0.326 -0.992
H 0.124 -0.905 2.334
H -0.559 -1.202 -1.644
H -1.415 0.876 0.501
H -3.075 -0.537 0.807

Results
HOMO (spin up / spin down) in eV: -9.01 / -9.62
Total charge: 0
2S+1: 2
Frontier orbital gap (spin up / spin down) in eV: 8.93 / 7.18
Strongest force on any atom in eV/Å: 3.5

***

Here is a cluster of 2 separate species, C8H10BF4NO3 in total from OMol25. Energies are from wB97M-V/def2-TZVPD.

CARTESIAN COORDINATES (ANGSTROEM)
F -1.395 0.369 -2.845
F -1.439 -1.918 -2.833
F -2.479 -0.763 -4.538
F -3.351 -0.715 -2.398
O 2.002 -1.448 2.474
O 4.270 1.320 0.536
O 4.354 -0.850 1.136
N -0.496 0.043 0.374
C 0.214 0.877 -0.393
C -1.976 0.025 0.177
C 0.089 -0.728 1.295
C -2.597 1.245 0.864
C 1.584 0.958 -0.268
C 1.458 -0.690 1.484
C 2.219 0.168 0.683
C 3.715 0.290 0.789
B -2.181 -0.777 -3.188
H 2.327 -2.287 2.125
H -0.321 1.474 -1.117
H -2.366 -0.903 0.584
H -2.595 2.106 0.200
H -3.588 1.022 1.245
H 5.029 -0.633 1.794
H -0.543 -1.366 1.895
H -1.976 1.515 1.722
H 2.170 1.610 -0.896
H -2.128 0.054 -0.900

Results
HOMO in eV: -10.94
Total charge: 0
Frontier orbital gap in eV: 8.89
Strongest force on any atom in eV/Å: 0.8

***

Here is a structure of composition C44H48BBrF5GeN8STl from OMol25. Energies are from wB97M-V/def2-TZVPD.

CARTESIAN COORDINATES (ANGSTROEM)
Tl -1.217 0.132 -0.059
Br -3.347 -2.363 -5.663
Ge 3.018 0.812 0.033
S 3.267 -1.340 0.723
F 5.675 -4.596 -2.348
F 1.921 -2.335 -4.107
F 1.533 -1.120 -1.693
F 3.974 -4.105 -4.427
F 5.368 -3.279 -0.004
N -0.253 -1.650 1.748
N -0.506 2.134 1.652
N -2.112 0.189 3.217
N 0.100 -0.981 2.853
N -2.046 -2.190 -1.776
N -0.036 1.571 2.769
N -2.763 -0.011 2.065
N -2.762 1.967 -1.918
C 0.909 3.558 2.625
C 0.982 -1.702 3.561
C 4.683 3.707 2.659
C -5.780 -1.660 1.641
C 2.566 -1.963 -1.866
C -4.157 5.010 -2.780
C 0.391 -2.813 1.767
C 3.951 3.081 1.665
C 3.608 0.859 -1.872
C 0.113 -3.903 0.781
C 3.049 1.165 -4.193
C 5.066 1.022 2.143
C 0.826 2.402 3.370
C 5.794 1.644 3.141
C 5.186 0.259 -3.589
C -2.193 -1.999 -3.072
C -3.525 2.665 -2.408
C -2.992 0.297 4.224
C 4.283 0.655 -4.561
C -3.092 -2.747 -3.819
C -4.634 -0.257 -0.101
C 5.604 2.989 3.403
C 4.658 -3.745 -2.191
C 4.490 -3.075 -0.989
C -4.262 0.163 3.711
C 4.850 0.369 -2.251
C -0.338 4.315 0.473
C -2.758 -3.132 -1.175
C 3.789 -3.499 -3.250
C 2.712 1.265 -2.854
C -0.971 -4.813 1.382
C -3.824 -3.755 -3.211
C -5.147 -0.298 1.334
C -3.643 -3.955 -1.853
C 2.745 -2.595 -3.087
C 3.445 -2.164 -0.803
C 0.042 3.342 1.547
C -4.494 3.536 -3.014
C 1.363 -4.729 0.484
C -1.835 4.613 0.578
C 0.023 3.806 -0.923
C -4.064 -0.032 2.337
C 1.204 -2.889 2.903
C 4.127 1.729 1.403
B -0.591 0.279 3.401
H -2.396 3.689 0.480
H 1.087 3.580 -0.992
H 5.557 0.071 -1.488
H -0.546 -5.387 2.203
H 1.163 -5.458 -0.298
H -2.600 -3.222 -0.112
H -1.585 -1.228 -3.524
H -5.018 -2.435 1.609
H -5.471 3.295 -2.583
H -4.931 5.631 -3.222
H -0.257 -3.446 -0.142
H -4.281 0.740 -0.355
H 1.382 -1.331 4.482
H 6.146 -0.140 -3.881
H -6.554 -1.902 0.915
H -1.793 -4.223 1.783
H 1.487 4.435 2.835
H -5.195 0.209 4.238
H -2.063 5.050 1.548
H 1.555 1.218 0.079
H 1.326 2.131 4.279
H 2.343 1.474 -4.951
H -0.215 4.561 -1.671
H -6.227 -1.657 2.631
H -4.106 5.226 -1.716
H -4.523 3.315 -4.085
H 6.504 1.071 3.718
H 1.741 1.648 -2.564
H 5.224 -0.031 1.959
H 4.530 4.759 2.850
H -4.192 -4.726 -1.336
H -5.420 -0.540 -0.800
H 1.855 -3.688 3.191
H 3.225 3.639 1.094
H -0.544 2.907 -1.152
H -3.805 -0.951 -0.216
H -5.921 0.471 1.459
H 1.681 -5.264 1.376
H 0.210 5.247 0.657
H -0.364 0.326 4.568
H -3.204 5.265 -3.238
H 4.544 0.568 -5.606
H -1.359 -5.510 0.641
H 2.188 -4.099 0.165
H -2.149 5.304 -0.200
H -4.514 -4.357 -3.782
H -2.665 0.452 5.232
H 6.174 3.472 4.183

Results
HOMO in eV: -8.08
Total charge: 0
Frontier orbital gap in eV: 8.34
Strongest force on any atom in eV/Å: 0.9

***

Here is a structure of composition C13H31Br2F5MnN2OP2Te from OMol25. Energies are from wB97M-V/def2-TZVPD.

CARTESIAN COORDINATES (ANGSTROEM)
Te 2.491 0.454 2.954
Br -1.200 -1.370 4.130
Br -1.579 1.299 2.332
Mn 0.363 0.630 0.670
P -0.511 2.538 -0.650
P 2.164 0.873 -1.107
F 3.976 -0.243 2.126
F 1.195 1.222 4.006
F 3.636 1.756 3.490
F 1.894 1.918 1.724
F 2.627 -0.772 4.279
O 1.414 -0.516 1.828
N -2.100 -3.615 -0.814
N -0.975 -1.421 -0.152
C -3.048 -2.812 0.032
C 3.833 0.980 -0.439
C -2.287 2.599 -0.983
C -1.223 -1.461 -1.613
C -0.083 4.024 0.286
C 1.858 2.430 -2.017
C 0.366 2.650 -2.245
C -2.281 -1.566 0.542
C -0.117 -2.583 0.221
C 2.269 -0.425 -2.370
C -0.855 -3.919 -0.027
C -1.749 -2.847 -2.056
C -1.652 0.463 4.161
H 2.294 3.242 -1.430
H -3.395 -3.434 0.851
H 2.366 -1.408 -1.909
H -2.876 -0.673 0.371
H 3.908 1.766 0.309
H -2.092 -1.643 1.611
H -0.953 1.034 4.758
H -0.515 3.982 1.286
H -2.854 2.582 -0.052
H -2.685 0.608 4.450
H -2.594 1.767 -1.617
H 4.134 0.027 -0.007
H 1.417 -0.401 -3.049
H 4.505 1.219 -1.267
H -2.514 3.532 -1.503
H 0.169 -2.494 1.267
H -1.944 -0.681 -1.857
H -3.905 -2.548 -0.584
H -0.476 4.900 -0.234
H 0.172 3.632 -2.684
H -1.158 -4.401 0.898
H 0.999 4.118 0.384
H -2.549 -4.492 -1.081
H -2.640 -2.764 -2.673
H -1.004 -3.415 -2.605
H 3.170 -0.241 -2.960
H 2.407 2.393 -2.961
H -0.300 -1.241 -2.137
H -0.250 -4.621 -0.595
H -0.056 1.904 -2.923
H 0.795 -2.534 -0.368

Results
HOMO (spin up / spin down) in eV: -18.79 / -18.85
Total charge: +3
2S+1: 5
Frontier orbital gap (spin up / spin down) in eV: 7.23 / 9.29
Strongest force on any atom in eV/Å: 0.6

***

Here is a cluster of 2 separate species, C4H14N in total from OMol25. Energies are from wB97M-V/def2-TZVPD.

CARTESIAN COORDINATES (ANGSTROEM)
N 0.591 0.500 -0.750
C -1.148 -0.724 1.659
C -1.789 -1.946 0.948
C 0.490 1.357 -1.961
C 1.866 0.814 0.111
H -2.548 -1.449 0.341
H 0.731 0.841 -2.896
H 1.124 2.247 -1.935
H -2.316 -2.597 1.641
H -0.196 0.689 -0.138
H 1.603 1.804 0.494
H -1.097 0.278 1.220
H -1.389 -0.561 2.714
H 1.820 0.112 0.942
H 2.693 0.814 -0.573
H -0.102 -1.058 1.751
H -0.586 1.530 -2.117
H 0.573 -0.494 -0.968
H -1.014 -2.374 0.321

Results
HOMO in eV: -15.32
Total charge: +1
Frontier orbital gap in eV: 11.93
Strongest force on any atom in eV/Å: 2.8

***

Here is an isolated molecule of C8H16N2O3 from OMol25. Energies are from wB97M-V/def2-TZVPD.

CARTESIAN COORDINATES (ANGSTROEM)
O -0.752 1.608 -0.175
O -1.634 -1.066 1.798
O -3.706 -0.180 1.499
N 1.732 1.784 -1.155
N -1.207 -0.537 -0.999
C 3.105 -1.037 -1.181
C 2.824 0.569 1.352
C 1.636 -0.786 -0.612
C -0.552 0.628 -0.886
C -2.475 -0.551 1.085
C 1.018 0.481 -1.430
C 1.706 -0.505 0.909
C -2.515 -0.413 -0.396
H 3.819 0.119 1.177
H 0.899 -0.245 1.547
H 0.971 -1.641 -0.776
H -3.075 -1.351 -0.640
H 2.096 2.111 -2.061
H 3.659 -1.806 -0.563
H 3.692 -0.070 -1.057
H 2.752 1.431 0.707
H 3.126 -1.527 -2.125
H 1.098 0.091 -2.436
H -1.319 -1.033 -1.865
H 1.930 -1.446 1.511
H -3.045 0.542 -0.474
H 2.645 0.763 2.366
H -3.669 -0.244 2.455
H 0.994 2.354 -0.713

Results
HOMO in eV: -8.80
SMILES: CC[C@H](C)[C@H](N)C(=O)NCC(=O)O
Total charge: 0
Frontier orbital gap in eV: 9.22
Strongest force on any atom in eV/Å: 6.2

***

Here is a cluster of 2 separate species, C5H10N4OS in total from OMol25. Energies are from wB97M-V/def2-TZVPD.

CARTESIAN COORDINATES (ANGSTROEM)
S 0.747 1.194 0.089
O 1.025 0.950 -1.320
N 0.262 2.643 0.440
N -0.889 -0.670 1.345
N -2.119 -1.259 1.246
N -1.874 0.098 -0.514
C -2.659 -0.783 0.164
C -2.000 0.661 -1.820
C 2.521 -1.506 0.294
C -0.711 0.151 0.344
C 2.319 -0.475 1.386
H 0.833 3.053 1.193
H -1.858 1.846 -1.684
H 3.461 -1.697 0.006
H 1.823 -2.340 0.394
H -3.703 -1.058 -0.211
H -2.948 0.304 -2.101
H 2.243 -1.116 -0.643
H 1.526 -0.457 2.112
H -1.252 0.367 -2.454
H 3.252 0.095 1.733

Results
HOMO in eV: -8.96
Total charge: 0
Frontier orbital gap in eV: 7.61
Strongest force on any atom in eV/Å: 4.7

***

Here is a cluster of 2 separate species, C4H9NO2 in total from OMol25. Energies are from wB97M-V/def2-TZVPD.

CARTESIAN COORDINATES (ANGSTROEM)
O -0.755 1.905 -0.175
O 1.010 -0.634 0.411
N -0.562 0.634 -0.818
C -1.217 -1.646 -0.123
C 0.151 -0.068 1.426
C -0.480 -0.359 0.140
C 1.652 0.765 -0.775
H -0.887 -2.454 0.535
H -1.058 -1.940 -1.165
H 0.013 -0.729 2.281
H 1.307 1.786 -0.629
H 2.590 0.536 -0.270
H -1.434 2.306 -0.730
H 0.345 0.973 1.668
H -2.290 -1.484 0.019
H 1.616 0.407 -1.796

Results
HOMO (spin up / spin down) in eV: -7.58 / -7.58
Total charge: 0
Frontier orbital gap (spin up / spin down) in eV: 8.18 / 8.18
Strongest force on any atom in eV/Å: 0.4

***

Here is the ion C6H8N with charge +1 from OMol25. Energies are from wB97M-V/def2-TZVPD.

CARTESIAN COORDINATES (ANGSTROEM)
N 1.376 0.957 -0.164
C 0.509 0.078 0.230
C -1.047 -2.157 0.094
C -1.965 -1.333 0.551
C 2.096 0.652 -1.437
C -0.484 0.567 1.173
C -1.716 0.037 1.134
H 2.882 1.326 -1.495
H -0.360 1.522 1.575
H -0.517 -2.836 -0.393
H -3.020 -1.739 0.603
H 1.260 1.889 0.207
H 1.317 0.798 -2.220
H -2.625 0.628 1.576
H 2.295 -0.388 -1.435

Results
HOMO (spin up / spin down) in eV: -13.77 / -13.79
Total charge: +1
Frontier orbital gap (spin up / spin down) in eV: 7.79 / 7.83
Strongest force on any atom in eV/Å: 7.1

***

Relative energy (zero: lowest compared OMol25 entry of this formula, charge and spin), respectively: 5.5419, 1.1978, 0.9220, 0.6256, 1.2843, 3.1908, 1.3548, 1.4415, 0.0000, 0.0000, 0.3300, 1.3277, 2.5790, 2.6966, 7.6488, 6.8755 eV.